Entry 1:
A structure of composition C8H51F6N3O24S2, computed with ωB97M-V/def2-TZVPD.

XYZ file:
```
94
Properties=species:S:1:pos:R:3:forces:R:3:mulliken_charge:R:1
S -0.133486 -2.177159 4.254447 -0.2 2.1 4.1 1.0192
S 0.261734 -0.985939 2.051097 0.5 -1.9 1.4 0.4705
F 1.169864 -4.417639 5.072987 -0.1 0.6 0.0 -0.1895
F -1.567976 -0.386519 0.349987 2.0 0.5 2.8 -0.0809
F -0.297266 -3.666009 6.508157 0.1 -0.1 -2.1 -0.2005
F -2.339886 -1.808209 1.568697 0.1 -1.5 0.1 -0.3440
F -0.912446 -4.862089 4.663737 1.2 2.5 1.1 -0.2301
F -0.954876 -2.378299 -0.061333 0.4 -2.0 3.4 0.1701
O 1.540104 -4.096119 -0.008923 3.2 -11.5 -1.8 -0.5164
O 2.532124 2.180791 -1.122383 -0.7 6.4 2.3 -0.9450
O -2.989506 -0.553949 -2.598503 -4.3 1.2 -6.0 -0.5354
O 1.441674 1.688291 -2.834783 -1.6 -2.0 -6.3 -0.7970
O 1.389814 -0.639059 1.212627 -0.4 -5.1 7.3 -0.6664
O -0.888116 1.755001 -3.246843 -0.6 1.4 -1.4 -0.8752
O -2.356206 -2.119669 -1.578473 -0.2 -10.1 4.2 -1.1081
O -0.638286 -1.131719 -4.035123 0.2 -0.1 -1.8 -0.5764
O 0.830604 -1.279109 4.902537 -1.6 -1.4 0.6 -0.6977
O -3.377286 2.580021 -0.274893 -6.7 -2.2 0.3 -0.6111
O -1.536796 -1.775909 4.214397 1.0 -0.9 0.5 -0.6070
O -0.149306 0.182481 2.782717 -0.3 -3.2 -0.7 -0.1659
O -3.014716 0.406331 -0.542463 -5.1 -1.5 -0.1 -0.6993
O -0.086576 2.282191 3.259217 -6.9 -0.6 7.2 -0.6454
O 1.432394 4.863771 -0.856113 0.0 1.1 -0.7 -0.6896
O 0.639734 -4.196759 1.972017 -0.4 -9.1 -3.2 -1.0659
O 3.607714 0.520001 -0.810283 6.6 -9.4 0.6 -0.5537
O 1.647964 2.957771 2.523567 7.6 4.5 0.7 -0.8722
O 3.204244 1.808711 1.274517 2.6 -2.3 -0.8 -0.8297
O -2.096526 1.506291 2.332287 -2.6 0.3 -0.6 -0.8008
O 2.368394 -2.324939 -3.225193 0.2 0.3 -1.7 -0.6382
O -3.388156 1.482021 -3.267393 -1.8 4.0 -1.3 -0.8807
O -1.978406 3.986711 -0.307283 3.9 7.6 -0.7 -0.8293
O 3.486014 -2.401839 1.399967 0.8 -0.6 1.2 -0.5261
N 0.457534 -2.501199 2.874647 -1.8 16.4 3.0 -0.7438
N 0.932744 -1.059219 -0.988203 -0.5 1.9 -0.9 2.0759
N -0.166736 0.899281 -0.729493 3.7 -2.2 -1.0 1.8107
C -0.275866 -1.118839 -1.688393 2.1 2.5 -1.3 -1.9967
C 1.774124 -2.221009 -0.630303 -1.1 6.8 -1.5 -2.1058
C -0.872956 0.115421 -1.628253 1.8 -1.2 -0.6 0.2092
C -0.029306 -3.869699 5.174427 -1.1 -1.8 0.2 0.4899
C 0.938964 0.156361 -0.374033 -0.5 3.2 -4.0 -1.1571
C 0.306574 2.876881 0.708497 -1.4 0.3 -0.2 -2.8828
C -0.481516 2.310231 -0.453203 0.9 -1.3 0.1 0.5603
C -1.257876 -1.483149 0.857657 2.6 -1.5 4.3 0.4882
H 3.181224 -2.794569 -3.038153 0.4 -0.2 -0.3 0.3159
H -1.969366 -2.806919 -2.120943 0.1 -0.2 -0.1 0.4601
H 2.169104 1.966001 -1.981633 1.1 1.3 1.5 0.7811
H -2.671566 1.945191 -2.833573 -0.5 0.1 -0.2 0.3354
H -1.782196 0.491541 -2.073463 2.0 -0.6 0.8 -0.4335
H -0.814776 1.515661 -4.170733 -0.1 0.0 -0.6 0.3669
H 1.182014 -2.968999 -0.103043 -1.1 5.1 -0.7 -0.0560
H -3.749256 -0.896489 -3.069333 -0.5 -0.4 -0.6 0.3138
H 3.011844 1.394731 -0.861213 -2.1 4.0 0.5 0.4140
H -0.230736 2.914841 -1.324783 -0.1 -0.4 0.0 1.0900
H 2.573034 -1.890259 0.033357 -1.1 0.0 -1.0 -0.2002
H 2.184134 -2.753879 -1.488223 -0.2 1.0 1.0 -0.1205
H 0.484974 1.670821 -2.860613 -0.4 0.1 0.2 0.0739
H -0.965666 2.141301 2.907697 -0.9 -0.3 -0.4 0.1632
H 1.161944 -4.691349 -0.656173 -0.3 -1.0 0.0 0.3524
H -2.701986 -1.280669 -2.045843 -0.7 1.6 -1.2 0.3564
H -0.091236 2.642641 1.695907 -0.2 -0.4 -2.7 -0.8108
H -3.784786 0.467661 -1.107683 -0.6 0.2 -0.3 0.6047
H 1.391524 2.774631 0.731487 -1.9 -0.4 -1.9 1.2901
H 2.417054 -3.905369 -0.341783 0.2 -0.8 0.0 0.6647
H -0.944466 -2.028889 -4.167683 0.0 -0.2 -0.6 0.2747
H -2.138176 1.182441 1.432497 0.1 0.2 -0.2 0.2489
H -1.072866 2.694151 -3.256163 0.2 0.7 -0.2 0.3935
H 1.568724 3.889541 2.727927 0.4 0.2 0.1 0.2284
H -2.557166 3.367601 0.137667 0.2 1.2 0.7 0.5241
H 3.575744 -3.015629 0.670957 0.7 -0.2 0.4 0.5317
H -2.386806 0.767321 2.866987 0.0 -0.3 0.4 0.3647
H -0.109596 1.884601 4.129637 0.4 -0.1 0.4 0.3808
H 3.942274 0.120851 -0.007173 0.4 0.3 0.6 0.2835
H -3.060326 1.698861 -0.473173 0.4 0.4 0.2 0.2731
H -1.414346 -0.589789 -4.177563 -0.5 0.2 0.0 0.3427
H -2.780716 -0.521729 -0.555543 -0.9 1.1 -0.3 0.1142
H 1.694144 -2.815609 -2.755233 -0.3 0.1 -0.8 0.5020
H 1.707674 0.859381 -3.232763 0.1 -0.3 -0.4 0.3269
H -4.132626 2.440501 0.296257 -0.6 -0.1 0.2 0.3504
H 3.893214 -1.594639 1.085567 0.5 0.2 0.2 0.4674
H 2.079304 4.737441 -0.162023 0.3 -0.4 -0.1 0.3018
H 0.835374 2.570691 2.849307 1.6 0.0 -0.2 0.4201
H -0.541846 -2.044969 -2.176193 1.3 1.0 0.2 1.9084
H 0.155364 3.955701 0.745437 -0.3 -0.3 0.1 1.7577
H 0.596074 4.638561 -0.448593 0.0 0.3 -0.3 0.4792
H -2.366126 4.096161 -1.175573 -0.2 0.3 0.2 0.3257
H -3.319866 0.581991 -2.948793 0.2 0.8 -0.1 0.7276
H 3.091344 1.071991 1.875137 -0.1 0.3 0.8 0.2777
H 0.553944 -3.429679 2.538117 0.6 -5.7 -1.8 1.1271
H 1.717094 0.431181 0.322657 -0.1 2.8 -3.1 0.0342
H 3.413694 -0.221309 -1.383923 -0.1 -0.3 -0.7 0.4265
H 2.435694 2.359561 1.423267 0.3 0.4 1.1 0.1900
H 0.919254 -3.842109 1.128027 -0.7 -0.4 2.4 0.4030
H -1.560226 2.297841 -0.297273 2.0 -0.7 -0.2 -0.5942
H -2.961286 -2.583099 -0.999383 -0.6 -0.5 0.5 0.4163
```
Positions in Å, forces in eV/Å.

Summary:
gap between HOMO and LUMO = 5.36 eV
electronic energy = -100665.479 eV
energy relative to the best compared isomer or geometry (same formula, charge and spin) = 3622.2 kJ/mol
HOMO level = -7.207 eV

Entry 2:
A structure of composition C21H45N2OP3SSc, computed with ωB97M-V/def2-TZVPD.

XYZ file:
```
74
Properties=species:S:1:pos:R:3:forces:R:3:mulliken_charge:R:1
Sc 0.010735 0.001154 -0.474780 -0.7 -3.0 1.1 -0.8566
S -0.741737 -1.452918 1.485567 0.3 0.3 -0.6 -0.3686
P 0.477433 -2.270388 -1.717462 0.6 -1.5 -1.2 1.3224
P -2.529315 0.378535 -1.108452 -1.9 0.3 -1.2 1.2931
P 2.557987 -0.139691 0.311239 1.6 -0.4 0.4 0.9949
O -0.814079 0.018294 -4.783305 0.4 -1.7 0.3 -0.3591
N 0.109369 0.217743 3.437732 -0.1 -1.0 -0.8 0.1347
N -2.103898 -0.444829 3.533777 0.9 -0.6 -0.3 -0.1167
C 0.456769 2.268662 -0.971119 -0.6 2.0 2.6 -0.5427
C -3.817446 -0.853593 -0.732702 0.2 -0.3 0.6 -1.1687
C -0.002863 2.178005 0.351351 1.1 2.8 -2.3 -0.0355
C -0.916538 -0.487850 2.915595 -0.6 1.0 1.3 0.4633
C 3.236794 1.278774 1.256136 -0.3 0.3 -0.1 -1.1899
C 1.513650 -3.680039 -1.140272 0.1 0.2 0.6 -1.3773
C -0.960955 -3.225151 -2.331183 -0.5 0.3 0.1 -1.1523
C -2.288649 0.029637 4.923054 -0.3 -0.1 0.3 -0.6431
C -2.732072 0.474147 -2.912014 0.5 -0.1 -0.2 -1.1735
C 0.125774 0.688372 4.830405 0.5 -0.1 0.4 -0.6200
C -1.658330 2.634759 -7.194534 0.1 -0.3 0.1 -0.4883
C -0.763309 2.351852 -8.228864 0.2 -0.3 0.0 -0.6265
C -0.047280 0.311857 -7.081251 -0.6 0.8 0.4 -0.7898
C 1.370923 -1.837859 -3.261642 0.1 0.2 0.1 -1.3624
C -0.894818 0.665425 -6.008734 0.6 0.6 -1.2 0.9235
C -3.325432 1.972288 -0.687393 0.3 0.0 0.5 -1.3897
C 3.802794 -0.314501 -1.027865 -0.3 0.1 -0.2 -1.2913
C 2.995183 -1.538059 1.421765 -0.4 -0.2 -0.1 -1.2276
C 0.022671 1.187118 -8.178989 -0.2 -0.3 0.2 -0.4564
C -1.732895 1.788820 -6.079022 0.7 -0.4 -0.3 -0.3067
C -1.261300 1.083306 5.272960 -0.2 0.5 0.0 -0.5547
H -2.594123 2.783147 -0.777427 -0.3 0.0 0.0 0.3802
H 4.313581 1.362007 1.061620 -0.3 0.0 0.2 0.4637
H -2.409416 1.991106 -5.258266 0.0 0.1 -0.1 0.3122
H -0.671371 3.027728 -9.084838 -0.1 -0.3 0.4 0.3875
H -3.301760 0.430323 5.010296 0.2 0.0 -0.1 0.3757
H 0.836585 1.517997 4.873877 -0.2 0.0 0.1 0.3733
H 0.705282 0.941546 -8.998341 -0.3 0.2 0.3 0.3792
H 0.524134 -0.103670 5.481285 -0.1 0.1 -0.3 0.3606
H -0.566913 -0.940339 -4.846761 -0.3 1.4 -0.7 0.2312
H 2.447751 -1.809671 -3.049673 -0.3 -0.1 -0.2 0.3704
H 1.014103 -0.002292 3.026732 -0.4 0.1 0.2 -0.1819
H -1.534377 2.029490 4.802052 0.0 0.0 0.1 0.2839
H 2.580164 -3.425153 -1.134735 -0.2 0.0 0.0 0.3970
H -0.201575 2.537905 -1.808679 -0.1 -0.5 0.3 0.3420
H -4.785534 -0.520790 -1.131597 0.3 0.0 0.1 0.4411
H -2.305967 3.513413 -7.236800 0.3 -0.3 0.0 0.3992
H 1.078414 -0.855486 -3.653014 0.0 -0.2 0.0 0.3476
H -4.152377 2.154737 -1.385338 0.2 -0.1 0.2 0.4864
H -1.273296 1.236508 6.356383 0.0 0.0 -0.2 0.3579
H 0.675552 2.213932 1.212136 0.1 -0.5 -0.4 0.2711
H -1.042215 2.387985 0.630933 0.1 -0.5 -0.4 0.2643
H 4.818585 -0.260708 -0.612392 -0.3 0.0 -0.1 0.5097
H 3.676989 -1.271623 -1.550989 0.1 0.3 0.2 0.2575
H -3.894897 -0.986526 0.352450 -0.1 -0.1 -0.2 0.3292
H -2.236242 -0.815480 5.620692 0.1 0.0 -0.3 0.3420
H 0.555969 -0.600881 -7.014876 -0.1 0.4 -0.1 0.3454
H -1.666444 -3.405975 -1.513880 0.1 -0.1 -0.1 0.3228
H -0.613610 -4.192267 -2.723080 -0.1 0.4 0.1 0.4922
H 3.071771 1.137294 2.333188 0.1 0.1 -0.3 0.3881
H -3.707624 1.941070 0.338895 0.0 0.2 -0.1 0.4053
H -1.495264 -2.680562 -3.120921 0.1 -0.1 0.2 0.3116
H 2.790460 -1.263684 2.465777 0.1 -0.2 -0.3 0.4961
H 2.744539 2.205514 0.938082 0.4 0.0 0.1 0.4006
H 3.662655 0.506361 -1.745131 0.2 -0.2 0.0 0.4118
H 1.524959 2.342015 -1.218270 -0.3 -0.4 0.3 0.3501
H -3.557918 -1.819435 -1.185865 -0.1 0.2 0.1 0.3484
H 1.353394 -4.541985 -1.806980 0.1 0.4 0.2 0.4800
H 2.398620 -2.423477 1.168084 0.2 0.2 0.2 0.1856
H -3.718159 0.845630 -3.215643 0.1 -0.1 0.3 0.5141
H -1.962484 1.137920 -3.316224 -0.3 -0.2 0.0 -0.0343
H 4.062995 -1.769923 1.311250 -0.3 0.1 0.1 0.4467
H -2.805728 -1.079588 3.166928 0.1 0.2 0.0 0.2910
H 1.232610 -3.968210 -0.121749 0.0 -0.1 -0.2 0.4146
H 1.164803 -2.623750 -4.003474 0.2 0.3 0.1 0.4773
H -2.568085 -0.513722 -3.355215 -0.1 0.3 0.0 0.4368
```
Positions in Å, forces in eV/Å.

Summary:
gap between HOMO and LUMO = 3.51 eV
electronic energy = -86912.954 eV
energy relative to the best compared isomer or geometry (same formula, charge and spin) = 116.5 kJ/mol
net charge = +3
HOMO level = -14.763 eV